1.
The following is a quantum chemistry calculation of a molecular structure, C37H54N3OP2Re, from the OMol25 dataset.

Last column: Löwdin spin population.
Atoms and positions in Å:
C: -0.7688 -1.6753 -2.0606  0.024
C: -2.4840 -0.2904 -1.1497  0.034
C: -1.6721 -2.2599 -2.9476  0.128
C: -3.3776 -0.7596 -2.1520  0.123
C: -2.9701 -1.7409 -3.0291  0.008
H: -1.3229 -3.0673 -3.5807  0.006
H: -4.3882 -0.3608 -2.1238  0.004
H: -3.6611 -2.1337 -3.7720  -0.002
N: -1.1738 -0.6868 -1.2471  0.095
P: 1.6555 -0.5146 -1.4889  0.009
P: -1.8124 0.7077 1.4281  0.064
C: 0.6957 -2.0459 -1.9651  0.006
H: 0.8523 -2.8252 -1.2028  0.000
H: 1.0696 -2.4498 -2.9079  0.000
C: 1.2204 0.7447 1.7675  0.025
O: 1.8352 0.9546 2.7534  0.062
C: -2.8146 0.5019 -0.0330  0.448
H: -3.8100 0.9411 -0.0319  0.018
C: -2.6290 -0.5893 2.6611  0.057
C: -2.2781 2.4350 2.1941  0.018
C: 3.3563 -1.1408 -0.9426  -0.001
C: 1.7667 0.2643 -3.2610  0.008
C: -1.5951 -0.9112 3.7488  0.008
H: -1.3853 -0.0461 4.3917  0.000
H: -1.9958 -1.7117 4.3916  0.003
H: -0.6457 -1.2624 3.3316  0.000
C: -3.9349 -0.1241 3.3188  0.005
H: -3.8263 0.7220 4.0029  0.000
H: -4.7063 0.0990 2.5717  0.001
H: -4.3198 -0.9619 3.9228  0.002
C: -3.0319 -1.8410 1.8789  0.014
H: -3.3692 -2.6120 2.5910  0.001
H: -3.8507 -1.6295 1.1804  0.004
H: -2.2076 -2.2706 1.3122  0.002
C: -1.7867 2.4632 3.6498  0.002
H: -0.7253 2.1805 3.7103  0.000
H: -1.8782 3.4915 4.0324  0.001
H: -2.3605 1.8175 4.3215  0.000
C: -1.5733 3.5704 1.4571  0.002
H: -0.4848 3.4708 1.4844  0.000
H: -1.9014 3.6341 0.4156  0.001
H: -1.8335 4.5286 1.9364  0.000
C: -3.7725 2.7539 2.0764  0.002
H: -4.4286 2.1127 2.6651  0.000
H: -3.9300 3.7797 2.4442  0.001
H: -4.1055 2.7265 1.0343  0.000
C: 2.7747 1.4146 -3.1874  0.001
H: 2.7007 2.0084 -4.1114  0.001
H: 2.5543 2.0844 -2.3471  0.000
H: 3.8133 1.0671 -3.1091  0.000
C: 0.3998 0.8217 -3.6739  0.001
H: -0.3363 0.0287 -3.8520  0.001
H: -0.0008 1.5116 -2.9285  0.001
H: 0.5206 1.3894 -4.6111  0.000
C: 2.1556 -0.7089 -4.3879  0.001
H: 2.2337 -0.1174 -5.3137  0.000
H: 3.1195 -1.2030 -4.2438  0.000
H: 1.3909 -1.4739 -4.5681  0.000
C: 3.1918 -2.1885 0.1685  0.000
H: 2.6305 -3.0723 -0.1594  0.000
H: 4.1936 -2.5255 0.4800  0.000
H: 2.6987 -1.7615 1.0520  0.000
C: 4.1300 0.0495 -0.3539  0.000
H: 3.6529 0.4134 0.5683  0.000
H: 5.1466 -0.2892 -0.0991  0.000
H: 4.2138 0.8874 -1.0563  0.000
C: 4.1532 -1.7743 -2.0912  0.000
H: 3.5963 -2.5722 -2.6018  0.000
H: 4.5057 -1.0369 -2.8243  0.000
H: 5.0543 -2.2425 -1.6635  0.000
Re: 0.1895 0.2865 0.2331  1.409
N: 0.0868 -1.4205 0.8769  0.004
C: -0.0464 -2.5322 1.2413  0.169
C: 0.0180 -3.8269 1.7550  0.030
C: 1.1122 -4.2036 2.5761  0.035
C: -1.0090 -4.7702 1.4786  0.034
C: 1.1692 -5.4905 3.1025  -0.001
H: 1.8930 -3.4649 2.7892  0.001
C: -0.9490 -6.0425 2.0425  -0.001
H: -1.8405 -4.4788 0.8294  0.001
C: 0.1371 -6.4042 2.8498  0.048
H: 2.0242 -5.7759 3.7167  0.000
H: -1.7529 -6.7564 1.8524  -0.001
H: 0.1810 -7.4055 3.2845  0.002
C: 1.6014 6.4089 -1.7833  0.002
C: 1.2967 5.0097 -1.3488  0.012
C: 2.1854 4.3088 -0.5350  -0.001
C: 1.8703 3.0169 -0.1119  0.008
N: 0.7167 2.4101 -0.4787  0.030
C: -0.1531 3.0864 -1.2655  0.022
C: 0.1228 4.3663 -1.7335  0.001
H: 1.7576 7.0639 -0.9169  0.001
H: 2.5169 6.4470 -2.3869  0.001
H: 0.7747 6.8094 -2.3782  0.000
H: 3.1203 4.7564 -0.2092  0.000
H: 2.5538 2.4658 0.5390  0.000
H: -1.1020 2.5876 -1.5016  0.005
H: -0.6083 4.8497 -2.3812  0.000

Output
2S+1 ... 4
Total charge ... +3
Highest occupied orbital energy (spin up / spin down) ... -16.40 / -17.22 eV
Frontier orbital gap (spin up / spin down) ... 8.097 / 6.106 eV


2.
The following is a quantum chemistry calculation of 2 unconnected molecules or ions with the total composition C39H34F6N5, from the OMol25 dataset.

Last column: Mulliken charge in e.
Atoms and positions in Å:
C: 0.3355 0.9879 6.5661  -0.999
N: -1.0113 0.6053 6.2024  0.400
C: -2.0654 0.8672 7.1763  -0.966
C: -2.3098 -0.3784 7.9802  0.978
F: -3.2455 -0.2373 8.9590  -0.250
F: -2.7157 -1.3926 7.1398  -0.261
F: -1.1420 -0.8073 8.5645  -0.270
C: -1.2952 0.0536 4.9807  0.932
C: -2.3880 0.5108 4.1985  -0.771
C: -2.5329 0.0752 2.9009  -1.185
C: -1.7126 -0.9702 2.3719  0.635
C: -1.7879 -1.3160 1.0044  -0.310
C: -1.0333 -2.3355 0.3656  0.668
C: -1.5349 -2.9622 -0.8149  -1.013
C: -0.9476 -4.0966 -1.3321  -0.258
C: 0.2038 -4.6571 -0.7280  -0.484
N: 0.8471 -5.7690 -1.2806  0.338
C: 0.2425 -7.0860 -1.2591  -0.942
C: 1.8694 -5.5572 -2.3120  -0.804
C: 3.2281 -5.3616 -1.6950  0.871
F: 4.2483 -5.3909 -2.6036  -0.269
F: 3.2776 -4.1498 -1.0393  -0.247
F: 3.4756 -6.3292 -0.7505  -0.277
C: 0.7759 -3.9752 0.3743  -0.069
C: 0.2272 -2.8031 0.8350  -1.300
C: -0.8706 -1.6390 3.3130  -0.993
C: -0.5262 -1.0361 4.4975  -0.421
H: 0.8653 1.4128 5.6954  0.343
H: 0.2931 1.7634 7.3437  0.341
H: 0.9157 0.1273 6.9429  0.324
H: -1.7306 1.6600 7.8510  0.420
H: -2.9943 1.1233 6.6556  0.268
H: -3.0578 1.2515 4.6353  0.248
H: -3.2887 0.5288 2.2619  0.397
H: -2.5437 -0.8093 0.4043  0.340
H: -2.4305 -2.5495 -1.2801  0.409
H: -1.3335 -4.5816 -2.2296  0.594
H: -0.8522 -7.0265 -1.1991  0.359
H: 0.5137 -7.6338 -2.1685  0.313
H: 0.6103 -7.6551 -0.3901  0.275
H: 1.9189 -6.4348 -2.9666  0.462
H: 1.6368 -4.6395 -2.8694  0.260
H: 1.6595 -4.3978 0.8529  0.500
H: 0.7626 -2.2385 1.5962  0.912
H: -0.4754 -2.6275 3.0929  1.120
H: 0.2788 -1.4289 5.1211  0.403
C: -1.3605 5.1776 2.4423  -0.665
C: -1.4401 3.7748 2.3299  -0.112
C: -1.0421 3.1490 1.1402  -0.109
C: -0.5405 3.9371 0.0898  0.473
N: -0.1897 3.3606 -1.1305  1.021
C: -0.3591 2.0945 -1.5384  -0.675
N: 0.1434 2.1022 -2.8149  0.322
C: -0.0606 1.0653 -3.7500  0.261
C: -0.4174 -0.1696 -3.2163  -0.234
C: -0.7060 -1.2403 -4.0718  -0.129
C: -0.6504 -1.0556 -5.4649  -0.693
C: -0.3447 0.2049 -5.9909  -0.749
C: -0.0343 1.2719 -5.1262  -0.248
C: 0.7520 3.3562 -3.0641  -0.411
C: 1.7442 3.6487 -4.0947  0.480
C: 1.9543 5.0045 -4.4425  -0.402
C: 2.9790 5.3530 -5.3225  -0.594
C: 3.8195 4.3609 -5.8559  -0.372
C: 3.6521 3.0186 -5.4820  -0.701
C: 2.6355 2.6616 -4.5944  0.008
N: 0.4534 4.1629 -2.0694  -0.900
C: -0.4307 5.3239 0.2048  -0.724
C: -0.8686 5.9513 1.3780  -0.551
H: -1.6857 5.6625 3.3656  0.375
H: -1.8278 3.1872 3.1648  0.206
H: -1.1276 2.0744 0.9740  0.436
H: -0.4651 -0.2401 -2.1292  0.290
H: -0.9946 -2.2024 -3.6512  0.298
H: -0.8749 -1.8932 -6.1327  0.386
H: -0.3485 0.3723 -7.0706  0.386
H: 0.2347 2.2453 -5.5394  0.533
H: 1.3112 5.7556 -3.9836  0.419
H: 3.1251 6.4022 -5.6028  0.369
H: 4.6076 4.6330 -6.5628  0.374
H: 4.3159 2.2478 -5.8899  0.376
H: 2.5484 1.6264 -4.2582  0.464
H: -0.0411 5.8801 -0.6473  0.413
H: -0.8268 7.0410 1.4430  0.357

Output
2S+1 ... 1
Total charge ... +1
Highest occupied orbital energy ... -10.26 eV
Frontier orbital gap ... 5.079 eV